(1)
Molecular formula: C20H19F15INO8S
Method: DFT, wB97M-V/def2-TZVPD

Geometry as XYZ:
```
65
Properties=species:S:1:pos:R:3:forces:R:3
O -2.051298 -1.366589 1.766946 3.154 0.238 -4.033
S -1.562798 -1.377480 0.328353 -7.627 -0.213 3.407
O -2.810082 -1.497623 -0.531336 5.091 1.132 0.868
F -0.735746 0.052377 0.110905 -0.954 -2.741 -0.200
N -0.658585 -2.811380 0.125683 0.711 1.376 -1.031
I 0.221349 -3.545909 1.816471 0.123 -0.137 0.237
C 0.145061 -2.897894 -1.101696 1.180 -0.277 -2.180
F 0.756178 -4.203813 -1.185954 -1.726 2.669 0.393
F -0.750037 -2.795030 -2.224320 1.747 -0.410 2.515
C 1.284092 -1.820785 -1.317695 3.134 3.015 -1.987
C 1.624275 -1.457304 -2.813952 1.932 1.761 2.272
C 2.723957 -0.401184 -3.171564 -0.536 -0.906 3.511
C 3.556037 0.298140 -2.062701 -2.718 -2.446 1.284
C 3.240235 -0.052993 -0.566796 -1.904 -1.145 -2.991
C 4.032107 0.614012 0.648643 0.331 -1.763 0.000
F 5.294240 1.150269 0.233950 -3.354 -0.764 1.047
F 4.367929 -0.472642 1.537969 -0.713 2.697 -1.518
F 3.267674 1.542537 1.394735 2.084 -1.991 -1.943
C 2.108399 -1.090079 -0.239041 0.621 0.721 -2.359
H 1.058010 -1.951174 -3.671979 0.859 0.801 1.480
H 2.936448 -0.121183 -4.264721 -0.479 -0.626 1.942
H 4.378424 1.053605 -2.327810 -1.480 -1.346 0.508
H 1.901310 -1.276930 0.862767 0.338 0.228 -1.655
C -6.341901 -0.550885 0.184731 -0.333 0.056 0.145
C -5.983983 -1.984757 -0.152117 0.538 0.580 -0.312
O -6.721789 -2.896865 0.677584 -1.042 -0.745 0.051
C -7.975513 -3.185105 0.270631 1.251 1.218 -1.035
O -8.489313 -2.727726 -0.718094 -0.123 -0.648 0.875
C -8.620913 -4.199981 1.210749 -0.977 -1.189 1.277
F -8.402813 -3.912781 2.511675 0.129 0.209 -0.608
F -8.140773 -5.446274 1.009113 0.107 0.588 -0.263
F -9.956058 -4.274893 1.057315 0.680 0.360 -0.303
H -6.195532 -0.359165 1.250928 0.140 -0.037 -0.101
H -5.725694 0.145121 -0.387917 -0.031 -0.170 0.102
H -7.392726 -0.345807 -0.034595 0.092 -0.019 -0.101
H -4.926091 -2.156002 0.054756 -0.278 -0.207 0.185
H -6.144138 -2.202530 -1.211474 -0.216 -0.077 0.182
C 5.828196 2.161217 3.172562 -0.079 0.080 0.312
C 7.247351 1.727209 2.864271 -0.622 -0.283 -0.454
O 8.188537 2.490726 3.635595 0.707 0.012 0.966
C 8.404261 2.063344 4.897476 -1.236 -0.977 -1.231
O 7.861948 1.108442 5.391476 0.709 0.840 0.121
C 9.458854 2.930071 5.580772 1.255 1.203 1.041
F 9.270216 4.247998 5.357314 -0.251 -0.594 -0.143
F 10.703964 2.642875 5.143212 -0.608 -0.224 -0.134
F 9.476527 2.770376 6.916977 -0.362 -0.281 -0.706
H 5.714790 3.238308 3.023237 0.031 -0.098 -0.134
H 5.117212 1.638487 2.530721 0.375 0.225 0.409
H 5.571500 1.955472 4.214581 0.034 -0.101 -0.100
H 7.470553 1.922753 1.813139 0.224 0.171 0.229
H 7.385922 0.655301 3.028588 0.069 0.177 0.210
C -4.759013 1.383917 -2.480959 0.265 -0.202 0.069
C -4.270216 2.373702 -3.520274 -0.828 -0.143 0.056
O -2.873740 2.652518 -3.334298 1.129 -0.241 -0.364
C -2.016266 1.762849 -3.876113 -2.014 -0.223 -0.202
O -2.353908 0.779551 -4.483653 0.865 0.609 0.392
C -0.573625 2.205971 -3.648525 1.848 0.539 0.458
F -0.356495 2.642082 -2.390042 -0.459 -0.273 -0.390
F -0.223037 3.221139 -4.467404 -0.537 -0.382 0.079
F 0.313847 1.216477 -3.864882 -0.813 0.179 -0.077
H -4.534528 1.743482 -1.473179 -0.086 0.098 -0.111
H -5.836718 1.231002 -2.570448 0.080 0.064 -0.035
H -4.260908 0.417622 -2.592775 -0.088 0.045 -0.067
H -4.798683 3.322181 -3.401077 0.375 0.039 0.030
H -4.466492 2.021630 -4.536433 0.266 -0.052 0.114
```
Positions in Å, forces in eV/Å.

Properties
LUMO energy   -0.080 Eh
HOMO   -0.37330 Ha
Largest force on an atom   8.4 eV Å⁻¹

natural (NBO) atomic charge list, values in e, 6 entries:
1 O -0.86
2 S 2.32
3 O -0.83
4 F -0.44
5 N -0.85
6 I 0.50


(2)
Molecular formula: C35H42BrCl5O2RuSi
Method: DFT, wB97M-V/def2-TZVPD

Geometry as XYZ:
```
87
Properties=species:S:1:pos:R:3:forces:R:3
Ru 0.121638 -0.227792 -0.715734 0.479 0.144 0.522
C -1.031145 -1.694672 0.697448 -0.273 -0.247 0.178
C -1.175900 -0.632360 1.644458 -0.190 0.101 -0.236
C 0.060203 -0.566064 2.377868 -0.067 0.017 0.093
C 0.884297 -1.587480 1.881634 0.106 -0.022 -0.067
C 0.235430 -2.303571 0.853239 0.051 -0.057 -0.136
C 0.613934 -3.681358 0.347367 -0.025 -0.001 0.062
C 2.117667 -3.812707 0.099235 0.013 0.033 -0.007
C -0.159817 -4.037703 -0.925408 0.008 -0.014 0.012
C 0.220968 -4.680565 1.450202 0.002 -0.066 0.024
C 0.532220 0.277846 3.569364 0.004 0.033 -0.098
C 0.118695 -0.426464 4.873623 0.030 0.012 0.038
C 2.069543 0.359675 3.565162 0.014 -0.032 -0.004
C 0.024266 1.725711 3.580556 -0.030 -0.006 -0.007
C -2.518331 0.106993 1.764897 0.063 -0.029 0.036
C -3.042668 0.043905 3.206698 -0.030 0.020 0.018
C -2.464797 1.566116 1.280277 0.014 -0.009 0.016
C -3.584307 -0.589427 0.902014 -0.051 -0.031 0.020
H -1.845368 -2.137389 0.148005 0.027 0.072 -0.109
H 1.886901 -1.796215 2.221371 -0.035 0.017 -0.025
H 2.441136 -3.151944 -0.704058 0.000 -0.002 -0.005
H 2.356119 -4.843163 -0.182015 0.006 0.032 0.018
H 2.693240 -3.566420 0.995566 -0.031 0.002 -0.042
H -0.124014 -3.231690 -1.656196 0.045 0.031 -0.033
H -1.210468 -4.247929 -0.705828 0.037 0.040 -0.008
H 0.269239 -4.928877 -1.391715 -0.034 -0.016 0.049
H 0.792277 -4.493539 2.362739 -0.016 -0.004 -0.025
H 0.416785 -5.707640 1.123468 -0.007 0.034 0.010
H -0.841402 -4.590214 1.690773 0.029 -0.003 -0.009
H 0.491782 -1.453729 4.879725 -0.003 0.039 0.011
H -0.964036 -0.461991 4.994833 0.020 -0.011 -0.017
H 0.542824 0.100072 5.736052 -0.027 -0.011 -0.029
H 2.530403 -0.605188 3.787183 -0.011 0.038 -0.026
H 2.399732 1.062558 4.334455 -0.003 -0.027 0.018
H 2.439211 0.705665 2.599889 -0.035 0.020 0.014
H -1.027400 1.800420 3.848698 0.045 0.022 -0.030
H 0.164797 2.186487 2.603956 0.020 -0.024 0.027
H 0.584328 2.300681 4.324290 -0.017 -0.028 0.015
H -2.419039 0.591068 3.907957 -0.041 -0.035 -0.011
H -3.104849 -0.993578 3.546115 0.000 0.020 -0.009
H -4.046633 0.478288 3.248031 0.026 -0.017 0.004
H -1.817762 2.192697 1.885931 0.020 -0.020 0.011
H -3.474108 1.989760 1.307324 0.018 0.003 0.016
H -2.108062 1.615817 0.251288 -0.026 -0.013 -0.022
H -3.750687 -1.621096 1.225301 0.022 0.033 -0.007
H -3.319817 -0.586014 -0.155269 0.005 0.032 0.004
H -4.528952 -0.049096 1.013433 0.023 -0.020 -0.008
Cl 3.528164 -0.204100 0.321874 -0.016 -0.031 -0.063
C 3.290745 -0.582175 -1.363427 0.001 0.045 0.049
C 2.013595 -0.908311 -1.809278 -0.102 0.092 -0.077
C 1.938105 -1.242802 -3.159091 0.036 -0.037 -0.035
Cl 0.408616 -1.732827 -3.836805 0.019 0.022 0.051
C 3.030787 -1.202919 -4.026757 -0.062 -0.032 -0.034
Cl 2.863936 -1.604970 -5.701877 -0.002 0.002 0.070
C 4.273807 -0.819003 -3.540094 0.027 0.005 -0.014
Cl 5.635230 -0.721826 -4.597500 -0.009 -0.014 0.018
C 4.408649 -0.512569 -2.190573 0.023 0.000 0.031
Cl 5.951049 -0.029951 -1.577398 -0.017 -0.024 -0.002
C -4.851972 2.108303 -3.157970 -0.090 0.145 0.072
Si -3.859670 0.688243 -3.849055 -0.049 0.012 -0.043
C -4.961039 -0.810650 -4.012595 -0.095 -0.142 -0.030
C -3.223987 1.138947 -5.542908 0.079 0.037 -0.152
C -2.478984 0.327676 -2.738105 0.119 -0.045 0.140
C -1.540307 0.110233 -1.985317 -0.005 0.024 0.143
H -5.663104 2.387569 -3.837113 0.012 0.007 0.041
H -4.211942 2.981105 -3.005601 -0.040 -0.025 -0.010
H -5.286711 1.841343 -2.191083 0.014 0.020 -0.034
H -5.796814 -0.594960 -4.685735 0.013 -0.046 0.031
H -5.367596 -1.118269 -3.045795 0.021 0.023 -0.036
H -4.398582 -1.653290 -4.423788 -0.041 0.028 0.019
H -4.055212 1.387463 -6.209648 0.045 -0.004 -0.014
H -2.670242 0.302759 -5.977863 -0.019 0.042 0.004
H -2.547545 1.995896 -5.497150 -0.038 -0.033 0.005
Br 5.918854 6.086565 1.368162 -0.017 -0.012 -0.005
C 4.541075 4.894391 0.818066 -0.014 -0.006 0.033
C 4.382693 4.621744 -0.529670 -0.065 -0.059 -0.034
C 3.376446 3.748573 -0.921145 0.105 0.065 -0.040
C 2.545813 3.157608 0.021088 -0.149 0.031 0.127
C 2.727217 3.444288 1.367884 -0.015 0.029 0.028
C 3.725076 4.318427 1.777428 -0.017 -0.045 -0.031
C 1.495709 2.180265 -0.445123 -0.061 -0.106 0.045
O 1.405496 1.946591 -1.652866 -0.036 0.000 -0.089
O 0.782149 1.580229 0.445688 0.267 -0.035 -0.427
H 5.037522 5.078549 -1.258949 -0.008 -0.007 0.000
H 3.227880 3.501636 -1.964435 0.002 0.011 0.020
H 2.082755 2.970214 2.095396 0.024 0.022 -0.003
H 3.874265 4.542122 2.824926 -0.013 -0.005 -0.004
```
Positions in Å, forces in eV/Å.

Properties
LUMO energy (alpha / beta)   0.086 / 0.057 Eh
Expectation value of S²   8.7740
Charge   -1
Relative energy (zero: lowest compared OMol25 entry of this formula, charge and spin)   0.000 eV
HOMO (alpha / beta)   -0.16761 / -0.19650 Ha
Spin multiplicity   6
Largest force on an atom   0.7 eV Å⁻¹

Löwdin atomic charge list, values in e, 6 entries:
1 Ru 1.43
2 C -0.19
3 C -0.14
4 C -0.13
5 C -0.06
6 C -0.27


(3)
Molecular formula: C23H36ClF8NO9S2
Method: DFT, wB97M-V/def2-TZVPD

Geometry as XYZ:
```
80
Properties=species:S:1:pos:R:3:forces:R:3
C 1.906987 -3.039918 -3.066161 -0.330 -0.042 0.085
C 0.656115 -3.129352 -2.192521 -0.258 -0.405 -0.431
C -0.338408 -1.968943 -2.374255 0.608 0.304 0.306
C -0.900032 -1.281785 -1.116758 -0.690 -0.547 0.001
C -1.751661 -2.257834 -0.256061 -0.459 0.140 -0.098
C -2.164948 -3.585671 -0.884489 -0.082 -0.062 0.445
C -3.225883 -3.581235 -1.939274 -0.228 -1.022 -1.009
O -3.402355 -4.512673 -2.712261 0.209 1.158 0.740
O -4.011670 -2.497250 -1.918525 0.124 -0.101 -0.050
O -1.901000 -0.402101 -1.754178 0.852 0.561 -0.126
S -2.579047 0.875171 -1.029219 -0.476 -0.754 -0.120
O -3.996629 0.629003 -1.082286 0.093 0.218 -0.010
O -2.131894 0.404374 0.476908 0.404 0.483 0.044
C -1.061307 1.201375 1.040970 -0.457 -0.368 -0.146
N -0.803910 0.532127 2.272582 0.019 0.014 -0.171
C -1.774831 -0.318562 2.925674 -0.110 -0.232 0.644
C -1.313452 -0.615242 4.361457 -0.394 0.107 -0.204
C -1.740004 2.624226 1.244814 0.170 0.383 0.312
Cl -1.313718 3.958357 0.112735 0.133 -0.012 -0.079
C -1.751726 3.154334 2.687896 -0.105 0.260 -0.204
C -2.988157 2.721060 3.487500 0.188 0.070 0.254
C 0.208433 0.941673 0.092497 -0.007 0.187 0.382
O 0.403930 1.897972 -0.894558 -0.333 -0.042 0.488
C 0.346895 1.822102 -2.303419 0.164 0.246 -0.751
C 1.677750 1.774195 -3.042948 0.252 0.022 -0.132
C 2.478407 3.071506 -3.048151 0.382 -0.373 -0.489
O 2.488320 0.700425 -2.581568 -0.356 -0.336 0.032
S 1.877204 1.301311 1.011268 0.476 -0.361 -0.539
O 1.988227 0.701457 2.311447 -0.268 0.251 0.209
O 2.909207 1.061325 0.038595 -0.330 -0.089 0.323
C 2.116478 3.131936 1.360708 0.451 0.075 0.060
F 3.143154 3.076556 2.239817 -0.167 0.106 -0.063
F 1.072204 3.685675 1.976829 -0.196 -0.066 -0.029
C 2.625386 4.068550 0.218873 -0.213 -0.177 0.364
F 1.787467 4.172005 -0.797732 -0.248 0.286 0.530
F 2.770828 5.276496 0.773034 0.103 0.087 -0.109
F 3.802907 3.649947 -0.227169 0.090 0.186 0.158
C 0.304522 -0.581464 -0.340021 0.441 0.356 0.052
C 0.865710 -1.529926 0.758141 0.181 -0.368 -0.169
C 2.368704 -1.827805 0.671750 -0.068 -0.158 0.161
C 2.697541 -3.178150 1.260778 0.226 -0.364 0.231
F 1.892478 -3.519967 2.293656 0.115 0.125 -0.100
F 2.591280 -4.184648 0.357517 -0.066 0.149 0.084
F 3.964723 -3.220549 1.729990 -0.275 0.012 -0.175
H 2.691896 -2.437251 -2.621272 0.113 0.232 -0.044
H 2.293788 -4.038819 -3.242704 0.221 -0.089 0.072
H 1.627415 -2.641181 -4.039824 0.141 0.163 -0.100
H 0.913203 -3.324272 -1.159159 0.107 0.097 0.141
H 0.152660 -4.033854 -2.527824 -0.121 -0.129 0.088
H 0.167010 -1.179524 -2.919257 0.105 0.232 -0.249
H -1.170933 -2.277850 -2.998332 -0.168 -0.069 0.001
H -1.301579 -2.470709 0.702116 0.091 -0.086 0.040
H -2.673084 -1.748297 -0.000017 -0.059 0.086 -0.023
H -2.625277 -4.168512 -0.083037 0.006 -0.117 0.107
H -1.349833 -4.195736 -1.246243 0.111 -0.064 -0.043
H -4.634839 -2.600161 -2.650818 -0.176 0.019 -0.010
H -0.151706 0.985484 2.884317 0.058 0.045 0.049
H -1.877449 -1.266969 2.403283 0.057 0.007 -0.255
H -2.771367 0.116155 2.976694 -0.111 0.073 -0.188
H -0.263474 -0.380340 4.502793 0.194 -0.104 0.053
H -1.484509 -1.659688 4.598855 0.139 -0.157 0.055
H -1.902409 -0.044287 5.073893 0.099 0.196 0.137
H -2.786695 2.474756 1.013879 -0.075 -0.209 -0.153
H -1.759771 4.235352 2.605477 0.026 0.147 -0.014
H -0.848460 2.910289 3.228268 0.236 -0.083 0.044
H -2.717377 2.083129 4.323887 -0.026 -0.194 0.022
H -3.477816 3.589515 3.917356 -0.100 0.108 0.019
H -3.724153 2.201781 2.880982 -0.079 -0.086 -0.088
H -0.310209 1.067915 -2.706855 -0.126 -0.681 0.416
H -0.109576 2.758732 -2.626162 -0.143 0.173 0.205
H 1.387271 1.561734 -4.075729 -0.234 0.044 -0.112
H 3.200586 3.052463 -2.238812 -0.168 0.113 -0.053
H 1.853124 3.956170 -3.015873 -0.037 0.054 0.031
H 3.051802 3.123450 -3.972174 0.095 -0.036 -0.132
H 3.004896 0.364149 -3.314804 0.125 -0.018 -0.137
H 1.125489 -0.527110 -1.047338 -0.004 0.125 -0.509
H 0.595308 -1.212423 1.754180 -0.027 0.077 0.113
H 0.401674 -2.495362 0.623011 -0.065 -0.069 -0.043
H 2.697198 -1.852691 -0.362973 0.172 0.091 -0.110
H 2.982970 -1.126121 1.216332 0.056 0.198 -0.033
```
Positions in Å, forces in eV/Å.

Properties
LUMO energy   0.015 Eh
HOMO   -0.33912 Ha
Largest force on an atom   1.5 eV Å⁻¹

Löwdin atomic charge list, values in e, 6 entries:
1 C -0.08
2 C -0.22
3 C -0.10
4 C -0.33
5 C -0.10
6 C -0.07


Number 1: E -3623.8664 Eh. Number 2: E -6768.7299 Eh. Number 3: E -3685.3137 Eh.